[1]
Formula: C76H209N19O19
Source: the Open Molecules 2025 dataset
Level of theory: wB97M-V/def2-TZVPD

energy above the lowest of the compared OMol25 structures with the same formula, charge and spin: 478.5 kJ/mol
Kohn-Sham gap: 8.30 eV
LUMO level: 0.0142 hartree
HOMO level: -7.917 eV
total energy: -5490.3871 a.u.

The geometry in ORCA input format:
```
! wB97M-V def2-TZVPD RIJCOSX def2/J DEFGRID3
* xyz 0 1
C 0.725 -0.510 -2.033
C 0.451 -0.924 -0.574
C -0.989 -0.466 -0.106
O -1.108 0.954 -0.001
C -0.185 1.714 0.794
N 0.665 -2.362 -0.462
H 1.687 -0.888 -2.380
H 0.778 0.572 -2.152
H -0.022 -0.847 -2.752
H 1.144 -0.362 0.052
H -1.237 -0.879 0.871
H -1.784 -0.870 -0.733
H 0.811 1.739 0.351
H -0.040 1.254 1.772
H -0.366 2.782 0.913
H -0.177 -2.827 -0.770
H 1.348 -2.742 -1.101
C -1.435 -1.841 -6.832
C -1.656 -0.340 -7.340
C -1.142 0.780 -6.350
O -1.939 0.874 -5.162
C -1.693 2.007 -4.355
N -1.008 -0.220 -8.611
H -1.617 -2.582 -7.610
H -2.029 -2.021 -5.936
H -0.382 -1.917 -6.562
H -2.740 -0.275 -7.439
H -1.333 1.694 -6.912
H -0.077 0.798 -6.117
H -0.931 1.808 -3.602
H -2.579 2.280 -3.782
H -1.268 2.802 -4.967
H -0.040 -0.256 -8.323
H -1.184 0.734 -8.891
C -3.859 3.487 2.079
C -4.406 2.244 1.342
C -4.532 2.455 -0.181
O -5.698 3.367 -0.398
C -5.543 4.044 -1.656
N -3.465 1.189 1.688
H -4.542 4.310 1.870
H -2.915 3.759 1.607
H -3.810 3.245 3.141
H -5.394 1.997 1.731
H -4.724 1.510 -0.689
H -3.629 2.807 -0.679
H -4.860 4.873 -1.471
H -6.509 4.421 -1.992
H -5.079 3.412 -2.413
H -3.887 0.329 1.367
H -2.752 1.076 0.982
C -0.122 -8.300 -1.965
C -1.563 -8.185 -2.469
C -1.755 -8.837 -3.832
O -3.094 -8.964 -4.187
C -3.285 -9.561 -5.463
N -2.492 -8.743 -1.486
H 0.077 -7.407 -1.372
H 0.591 -8.247 -2.788
H 0.065 -9.283 -1.534
H -1.799 -7.130 -2.615
H -1.323 -9.838 -3.849
H -1.139 -8.320 -4.568
H -2.658 -10.441 -5.607
H -2.960 -8.799 -6.172
H -4.350 -9.723 -5.632
H -2.092 -9.625 -1.200
H -3.292 -9.022 -2.034
C 1.478 6.652 -0.253
C 1.578 5.168 -0.576
C 1.172 4.735 -1.943
O -0.036 5.290 -2.502
C -1.235 4.717 -1.962
N 2.930 4.702 -0.289
H 2.036 6.912 0.647
H 0.442 6.972 -0.143
H 1.986 7.134 -1.088
H 0.944 4.700 0.178
H 1.071 3.651 -1.910
H 1.928 4.985 -2.688
H -2.110 5.247 -2.339
H -1.338 4.735 -0.877
H -1.310 3.707 -2.364
H 3.570 5.369 -0.695
H 3.173 3.909 -0.865
C -4.035 -1.957 2.366
C -4.855 -2.096 1.073
C -6.379 -2.008 1.385
O -6.680 -3.138 2.250
C -8.070 -3.381 2.465
N -4.367 -1.073 0.131
H -2.985 -2.165 2.158
H -4.386 -2.842 2.896
H -4.191 -1.042 2.938
H -4.591 -3.063 0.645
H -6.908 -2.149 0.442
H -6.595 -1.035 1.825
H -8.464 -2.434 2.833
H -8.133 -4.133 3.251
H -8.676 -3.674 1.608
H -3.480 -1.463 -0.154
H -5.007 -0.998 -0.647
C 3.735 -2.229 -4.225
C 4.238 -2.961 -3.030
C 5.139 -2.132 -2.116
O 6.250 -1.749 -2.873
C 7.213 -1.056 -2.082
N 3.031 -3.339 -2.313
H 4.428 -2.223 -5.065
H 3.671 -1.159 -4.028
H 2.797 -2.603 -4.637
H 4.867 -3.812 -3.293
H 5.391 -2.616 -1.172
H 4.624 -1.257 -1.721
H 7.486 -1.500 -1.125
H 6.778 -0.107 -1.770
H 8.059 -0.864 -2.741
H 2.546 -4.005 -2.896
H 3.257 -3.917 -1.516
C 1.871 2.942 3.017
C 3.004 3.128 3.986
C 2.977 4.489 4.760
O 3.324 5.480 3.835
C 2.924 6.782 4.120
N 2.935 2.109 4.969
H 1.978 1.967 2.542
H 1.784 3.818 2.373
H 0.889 2.874 3.486
H 3.994 3.071 3.534
H 3.775 4.520 5.502
H 2.057 4.740 5.288
H 1.845 6.810 3.968
H 3.348 7.554 3.477
H 3.133 7.050 5.156
H 3.573 2.372 5.707
H 2.059 2.318 5.426
C -1.435 6.474 8.607
C -0.806 7.239 7.459
C -1.297 6.847 6.038
O -0.857 5.518 5.706
C -1.278 5.142 4.369
N -0.908 8.610 7.782
H -1.247 6.817 9.625
H -1.152 5.427 8.494
H -2.522 6.535 8.552
H 0.263 7.027 7.446
H -0.759 7.573 5.428
H -2.368 7.030 5.957
H -0.606 5.498 3.588
H -2.319 5.308 4.091
H -1.230 4.058 4.260
H -0.271 9.002 7.103
H -0.444 8.861 8.643
C 3.036 -6.999 -0.281
C 3.142 -5.721 0.550
C 3.348 -5.952 2.069
O 2.050 -6.376 2.466
C 2.030 -6.712 3.805
N 4.225 -4.894 0.006
H 2.839 -6.790 -1.333
H 2.180 -7.596 0.031
H 3.920 -7.636 -0.239
H 2.173 -5.264 0.350
H 3.611 -5.011 2.552
H 4.123 -6.671 2.333
H 1.077 -7.216 3.965
H 2.029 -5.853 4.475
H 2.820 -7.410 4.083
H 4.880 -5.496 -0.472
H 4.876 -4.598 0.719
C -4.547 -0.415 -3.375
C -6.034 -0.620 -3.018
C -6.879 -0.755 -4.303
O -8.210 -1.131 -3.940
C -9.052 -1.265 -5.071
N -6.008 -1.846 -2.245
H -3.959 -0.047 -2.535
H -4.459 0.334 -4.162
H -3.970 -1.284 -3.693
H -6.456 0.222 -2.469
H -6.544 -1.475 -5.049
H -6.892 0.165 -4.888
H -10.025 -1.603 -4.713
H -8.823 -2.060 -5.780
H -9.122 -0.289 -5.553
H -5.446 -2.508 -2.760
H -6.963 -2.159 -2.345
C 1.049 1.072 7.650
C 0.422 2.473 7.439
C 1.368 3.590 7.885
O 1.721 3.392 9.281
C 0.621 3.635 10.122
N 0.032 2.601 6.058
H 1.312 0.918 8.697
H 1.959 0.974 7.059
H 0.350 0.258 7.458
H -0.467 2.384 8.063
H 0.953 4.562 7.617
H 2.342 3.508 7.403
H 1.191 3.664 11.050
H -0.088 2.807 10.119
H 0.193 4.636 10.070
H -0.425 3.499 5.990
H -0.646 1.878 5.863
C 4.626 -6.448 -4.156
C 3.355 -6.977 -4.783
C 2.261 -5.885 -4.985
O 1.862 -5.405 -3.756
C 0.641 -4.712 -3.817
N 3.753 -7.725 -5.975
H 5.469 -7.138 -4.133
H 4.440 -6.095 -3.142
H 4.858 -5.520 -4.680
H 2.977 -7.718 -4.078
H 1.394 -6.131 -5.598
H 2.677 -5.080 -5.592
H 0.415 -4.433 -2.787
H -0.219 -5.242 -4.226
H 0.783 -3.771 -4.349
H 4.186 -7.098 -6.638
H 4.407 -8.457 -5.739
C 1.802 3.196 -5.199
C 3.300 3.301 -5.065
C 3.836 2.112 -4.292
O 3.384 2.302 -2.944
C 3.753 1.333 -1.970
N 3.866 3.352 -6.467
H 1.264 3.243 -4.252
H 1.511 2.292 -5.735
H 1.578 4.058 -5.828
H 3.556 4.254 -4.601
H 4.918 2.087 -4.424
H 3.418 1.180 -4.673
H 3.203 0.398 -2.079
H 3.586 1.749 -0.976
H 4.827 1.146 -1.976
H 4.453 2.576 -6.739
H 4.553 4.089 -6.395
C -1.296 -0.535 5.002
C -2.646 0.118 5.348
C -2.732 0.253 6.898
O -2.780 -1.086 7.523
C -2.885 -1.142 8.927
N -2.756 1.445 4.815
H -1.183 -0.641 3.923
H -1.266 -1.583 5.299
H -0.380 -0.035 5.316
H -3.430 -0.537 4.969
H -3.724 0.669 7.078
H -1.916 0.846 7.311
H -2.027 -0.614 9.343
H -2.783 -2.208 9.134
H -3.826 -0.662 9.196
H -3.687 1.799 4.984
H -2.724 1.195 3.837
C 6.376 -0.361 -5.961
C 6.969 0.839 -6.753
C 8.295 0.536 -7.483
O 8.715 1.777 -7.973
C 10.105 1.802 -8.293
N 5.931 1.392 -7.593
H 6.030 -1.202 -6.560
H 5.483 -0.030 -5.430
H 7.010 -0.702 -5.142
H 7.150 1.639 -6.034
H 8.147 -0.168 -8.302
H 8.906 0.081 -6.704
H 10.733 1.350 -7.525
H 10.399 2.851 -8.300
H 10.312 1.314 -9.246
H 6.003 0.830 -8.429
H 6.262 2.302 -7.882
C -4.996 8.121 4.135
C -4.524 8.841 2.888
C -3.910 7.819 1.880
O -2.699 7.224 2.355
C -1.938 6.582 1.367
N -5.717 9.580 2.387
H -5.459 8.745 4.899
H -4.177 7.657 4.683
H -5.657 7.311 3.824
H -3.746 9.559 3.146
H -3.666 8.335 0.952
H -4.617 7.021 1.652
H -1.868 7.303 0.553
H -2.513 5.763 0.935
H -0.913 6.335 1.646
H -6.070 10.136 3.153
H -5.494 10.230 1.647
C -1.272 -6.643 1.292
C -0.903 -5.398 0.471
C -2.019 -4.884 -0.479
O -1.464 -3.894 -1.363
C -2.522 -3.257 -2.076
N -0.435 -4.440 1.465
H -0.483 -6.938 1.984
H -1.541 -7.419 0.575
H -2.135 -6.504 1.943
H 0.012 -5.687 -0.045
H -2.817 -4.480 0.144
H -2.345 -5.721 -1.097
H -3.288 -2.946 -1.366
H -2.914 -4.015 -2.754
H -2.332 -2.346 -2.645
H 0.380 -4.819 1.926
H -0.196 -3.611 0.941
C 1.535 -2.881 3.734
C 2.791 -1.959 3.695
C 2.805 -1.196 2.403
O 4.074 -0.484 2.474
C 4.298 0.408 1.376
N 2.734 -1.091 4.881
H 1.533 -3.434 2.795
H 0.696 -2.194 3.622
H 1.411 -3.610 4.535
H 3.646 -2.632 3.751
H 1.935 -0.545 2.313
H 2.746 -1.947 1.616
H 4.346 -0.136 0.432
H 5.282 0.863 1.484
H 3.545 1.162 1.144
H 1.859 -0.588 4.902
H 2.588 -1.735 5.645
*
```

Results of the Mulliken charge analysis, in e, for atoms 1 through 5:
1. C -0.418
2. C 2.533
3. C 0.219
4. O 0.933
5. C -0.052

[2]
Formula: C76H69BBr2ClF3INO14PS
Source: the Open Molecules 2025 dataset
Level of theory: wB97M-V/def2-TZVPD

Kohn-Sham gap: 8.10 eV
LUMO level: -0.1022 hartree
HOMO level: -10.884 eV
total energy: -11015.4165 a.u.

The geometry in ORCA input format:
```
! wB97M-V def2-TZVPD RIJCOSX def2/J DEFGRID3
* xyz 1 1
C 4.842 -4.072 -1.187
C 3.745 -3.094 -0.649
C 3.170 -2.300 -1.839
C 1.739 -1.761 -1.650
C 1.529 -0.294 -1.225
N 1.372 0.049 0.226
C 2.734 -0.167 0.877
C 4.054 0.206 0.199
C 0.480 -0.957 0.954
P -1.294 -1.286 0.336
O -1.513 -2.855 0.747
Cl -1.358 -1.466 -1.727
C 0.340 -0.584 2.460
C -0.446 -1.601 3.318
C -1.900 -1.190 3.577
C -2.783 -2.339 4.074
F -2.450 -3.532 3.566
Br -2.624 -2.436 6.031
C -4.272 -2.029 3.708
F -5.095 -2.634 4.533
F -4.449 -0.721 3.865
Br -4.704 -2.610 1.924
O -0.405 0.626 2.455
C 0.454 1.638 1.971
S -0.345 3.189 2.484
C -0.631 2.864 4.244
O 0.504 4.341 2.461
O -1.652 3.441 1.940
C 0.820 1.472 0.462
C 1.905 2.548 0.308
C 2.495 2.753 -1.093
C 2.909 4.243 -1.256
I 4.706 4.316 -2.479
C -0.505 1.775 -0.258
B -0.827 3.136 -0.987
O -2.076 3.163 -1.620
O -0.108 4.275 -1.050
H 4.905 -4.063 -2.272
H 5.810 -3.732 -0.833
H 4.668 -5.084 -0.836
H 4.259 -2.464 0.071
H 2.980 -3.728 -0.205
H 3.082 -3.061 -2.611
H 3.881 -1.585 -2.250
H 1.303 -1.831 -2.644
H 1.187 -2.515 -1.090
H 2.317 0.265 -1.714
H 0.696 0.052 -1.823
H 2.858 -1.196 1.190
H 2.806 0.355 1.823
H 4.844 -0.344 0.706
H 4.185 0.025 -0.861
H 4.318 1.245 0.366
H 0.919 -1.955 0.965
H -0.723 -3.385 0.534
H 1.302 -0.518 2.967
H 0.015 -1.625 4.305
H -0.338 -2.623 2.970
H -1.877 -0.484 4.396
H -2.395 -0.717 2.733
H 1.341 1.599 2.610
H 0.143 2.206 4.634
H -1.638 2.493 4.401
H -0.540 3.813 4.757
H 2.676 2.446 1.069
H 1.482 3.517 0.564
H 1.794 2.562 -1.905
H 3.396 2.194 -1.317
H 3.153 4.687 -0.300
H 2.186 4.811 -1.815
H -0.804 1.033 -1.003
H -1.338 1.650 0.436
H -2.760 3.392 -0.971
H -0.665 5.065 -1.109
C -0.271 1.648 -4.844
C -0.495 2.458 -5.953
C 0.159 2.197 -7.146
C 1.049 1.134 -7.232
C 1.289 0.339 -6.113
C 0.621 0.592 -4.928
C 2.275 -0.776 -6.160
O 2.475 -1.465 -5.177
C 3.010 -1.014 -7.428
C 3.977 -2.010 -7.479
C 4.662 -2.249 -8.658
C 4.378 -1.500 -9.795
C 3.418 -0.502 -9.749
C 2.737 -0.249 -8.566
C 1.737 0.852 -8.523
O 1.492 1.513 -9.510
H -0.792 1.847 -3.914
H -1.183 3.290 -5.886
H -0.018 2.823 -8.010
H 0.801 -0.039 -4.067
H 4.197 -2.594 -6.596
H 5.418 -3.022 -8.694
H 4.910 -1.693 -10.717
H 3.201 0.083 -10.632
C 10.668 1.743 -4.759
C 9.578 1.319 -4.005
C 8.298 1.402 -4.524
C 8.098 1.921 -5.797
C 9.190 2.368 -6.545
C 10.474 2.267 -6.025
C 8.994 2.972 -7.893
O 9.943 3.355 -8.544
C 7.607 3.099 -8.417
C 7.395 3.709 -9.648
C 6.111 3.821 -10.152
C 5.031 3.317 -9.434
C 5.238 2.715 -8.205
C 6.521 2.611 -7.688
C 6.718 1.989 -6.350
O 5.774 1.551 -5.721
H 11.668 1.668 -4.355
H 9.732 0.920 -3.010
H 7.451 1.068 -3.940
H 11.319 2.602 -6.611
H 8.235 4.097 -10.208
H 5.948 4.300 -11.109
H 4.027 3.398 -9.833
H 4.396 2.328 -7.645
C -5.972 1.698 5.444
C -4.901 1.989 4.604
C -4.526 3.304 4.384
C -5.227 4.337 4.993
C -6.317 4.046 5.816
C -6.679 2.724 6.047
C -7.113 5.141 6.440
O -8.057 4.887 7.157
C -6.726 6.549 6.154
C -7.488 7.585 6.679
C -7.133 8.899 6.433
C -6.008 9.187 5.666
C -5.247 8.160 5.135
C -5.607 6.838 5.368
C -4.801 5.745 4.762
O -3.819 5.991 4.090
H -6.258 0.669 5.621
H -4.360 1.191 4.125
H -3.688 3.531 3.735
H -7.516 2.501 6.695
H -8.361 7.361 7.278
H -7.731 9.704 6.839
H -5.728 10.216 5.480
H -4.375 8.383 4.535
C -3.570 -6.427 4.929
C -4.484 -5.415 5.207
C -5.671 -5.711 5.852
C -5.957 -7.021 6.214
C -5.051 -8.040 5.914
C -3.853 -7.736 5.280
C -5.360 -9.458 6.251
O -4.569 -10.341 5.994
C -6.663 -9.764 6.901
C -6.995 -11.085 7.173
C -8.198 -11.382 7.790
C -9.072 -10.360 8.146
C -8.750 -9.042 7.873
C -7.550 -8.739 7.242
C -7.232 -7.321 6.925
O -7.993 -6.427 7.231
H -2.637 -6.192 4.431
H -4.270 -4.400 4.924
H -6.380 -4.924 6.074
H -3.146 -8.524 5.060
H -6.314 -11.879 6.900
H -8.457 -12.413 7.996
H -10.009 -10.595 8.634
H -9.431 -8.248 8.145
*
```

Results of the Mulliken charge analysis, in e, for atoms 1 through 5:
1. C -1.285
2. C 0.106
3. C -1.244
4. C -0.902
5. C -1.136